Record 1
{
  "formula": "C21H45BiOP3S",
  "method": "ωB97M-V/def2-TZVPD",
  "homo_ev": -15.75,
  "gap_ha": 0.16799,
  "de_lowest_kj_mol": 0.0,
  "charge": 3,
  "lumo_ev": -11.2,
  "e_tot_ha": -2538.161585,
  "species": ["Bi", "P", "P", "P", "H", "C", "C", "H", "C", "C", "C", "C", "C", "C", "C", "C", "C", "H", "H", "H", "H", "H", "H", "H", "H", "H", "H", "H", "H", "H", "H", "H", "H", "H", "H", "H", "H", "H", "H", "H", "H", "H", "H", "H", "H", "H", "C", "C", "C", "C", "C", "C", "S", "H", "H", "H", "H", "H", "H", "C", "C", "C", "O", "C", "H", "H", "H", "H", "H", "H", "H", "H"],
  "xyz": [[1.9098, 0.6841, 0.9190], [0.2407, -1.5099, -1.2787], [1.9435, 1.8565, -1.4868], [-2.6824, -1.3927, 1.7085], [-0.5446, 3.1279, 1.4387], [-0.8832, 2.2466, 1.9995], [0.3452, 1.3867, 2.3012], [1.0211, 2.0695, 2.8685], [-1.2106, -1.3903, -2.4417], [1.5103, -1.8437, -2.5912], [-0.0343, -3.3123, -0.9329], [2.5405, 3.5534, -1.1867], [3.3365, 1.0009, -2.3140], [0.6740, 1.9963, -2.7724], [-3.5537, -1.0838, 3.2488], [-1.2974, -2.5068, 2.1224], [-3.8103, -2.1397, 0.5077], [-1.2846, 2.6606, 2.9486], [0.2217, 0.4478, 2.8873], [-1.0862, -2.1510, -3.2267], [-1.2566, -0.3948, -2.8962], [-2.1417, -1.5877, -1.8903], [1.2531, -2.7982, -3.0777], [2.5015, -1.9399, -2.1290], [1.5160, -1.0533, -3.3501], [0.3494, -3.9050, -1.7758], [-1.1098, -3.5147, -0.8343], [0.5044, -3.6006, -0.0248], [3.3840, 3.7369, -1.8710], [2.8890, 3.6855, -0.1493], [1.7374, 4.2870, -1.3629], [3.0168, 0.5705, -3.2706], [3.7272, 0.1901, -1.6911], [4.1451, 1.7247, -2.4887], [1.0304, 2.7118, -3.5318], [-0.2658, 2.3748, -2.3428], [0.4697, 1.0305, -3.2643], [-4.2643, -1.8913, 3.4241], [-4.0589, -0.1156, 3.2141], [-2.8383, -1.0447, 4.0689], [-1.4428, -2.8813, 3.1598], [-0.2894, -2.0520, 2.0545], [-1.3104, -3.3985, 1.4673], [-4.6452, -2.5815, 1.0775], [-3.3037, -2.9158, -0.0885], [-4.1975, -1.3611, -0.1704], [-2.8130, 3.0099, -0.1149], [-3.8975, 2.9135, -1.0348], [-4.0974, 3.8519, -2.0441], [-3.2783, 4.9758, -2.1157], [-2.1985, 5.0914, -1.2228], [-2.0203, 4.1484, -0.2241], [-2.5490, 1.8274, 1.1046], [-2.7688, -0.0106, 1.1287], [-4.5064, 2.0311, -1.0232], [-4.8580, 3.6988, -2.8157], [-3.4190, 5.7507, -2.8720], [-1.4721, 5.8794, -1.2829], [-1.2013, 4.3224, 0.4715], [4.3259, -3.3852, 1.6545], [4.0099, -2.5790, 2.9169], [2.7230, -1.8039, 2.6288], [2.3063, -2.1258, 1.2622], [3.3262, -2.9249, 0.5870], [5.3523, -3.2561, 1.3004], [4.1502, -4.4495, 1.8430], [4.7990, -1.8623, 3.1535], [3.8508, -3.2205, 3.7824], [1.8942, -2.0547, 3.3070], [2.9673, -0.7230, 2.7633], [3.8117, -2.3202, -0.2107], [2.8074, -3.7611, 0.0819]],
  "forces_ev_per_a": [[-0.04, -1.22, -1.60], [-0.10, -1.19, -1.41], [0.29, 0.58, -0.89], [-1.29, 0.32, -0.12], [-0.04, -0.46, 0.28], [-1.31, 1.22, -0.17], [-0.59, -0.32, -0.05], [-0.31, -0.46, 0.05], [-0.01, 0.69, 0.46], [0.36, 0.37, 0.19], [0.11, -0.03, 0.87], [0.01, 0.24, 0.25], [0.19, -0.11, 0.22], [-0.72, -0.11, 0.07], [-0.08, -0.02, 0.16], [0.57, -0.40, 0.08], [-0.26, -0.55, 0.07], [0.44, -0.41, -0.40], [-0.25, 0.78, -0.03], [0.01, 0.21, 0.29], [-0.20, -0.24, 0.01], [0.24, 0.17, -0.25], [0.12, 0.54, 0.11], [-0.16, 0.02, -0.31], [0.13, -0.18, 0.17], [-0.22, 0.25, 0.34], [0.36, 0.03, 0.13], [-0.23, -0.18, -0.15], [-0.35, 0.12, 0.25], [0.02, 0.00, -0.37], [0.26, -0.30, 0.02], [0.05, 0.21, 0.26], [0.06, 0.09, -0.13], [-0.23, -0.25, 0.02], [0.00, -0.22, 0.28], [0.23, -0.02, -0.14], [0.21, 0.39, 0.29], [-0.05, 0.07, 0.20], [-0.14, -0.21, -0.09], [0.01, -0.07, 0.08], [-0.02, 0.41, -0.60], [-0.56, -0.14, -0.05], [-0.06, 0.59, 0.24], [0.23, -0.02, -0.49], [-0.32, 0.22, 0.25], [0.11, -0.32, 0.33], [-0.64, 2.13, -1.91], [1.05, -0.58, 0.37], [0.18, 0.25, 0.13], [0.89, 0.24, 0.13], [-0.97, -0.45, -0.34], [0.67, -0.10, 0.19], [1.11, -0.29, 1.36], [1.78, -1.35, 0.36], [-0.37, -0.29, 0.08], [0.09, 0.02, 0.55], [-0.05, -0.38, 0.16], [-0.10, 0.49, -0.09], [-0.25, 0.13, -0.24], [-0.36, -0.51, -0.31], [-0.01, 0.27, 0.25], [0.12, -0.43, -0.15], [0.10, 0.83, 0.71], [0.17, 0.15, -0.50], [-0.19, -0.05, 0.19], [0.24, 0.21, -0.02], [0.02, -0.26, 0.04], [0.22, 0.00, -0.06], [0.19, 0.04, -0.26], [-0.31, -0.39, -0.22], [-0.26, -0.13, 0.53], [0.21, 0.40, 0.35]]
}

***

Record 2
{
  "formula": "C21H45Br4N3O5V",
  "method": "ωB97M-V/def2-TZVPD",
  "homo_ev": [-11.05, -11.05],
  "gap_ha": [0.25769, 0.25384],
  "charge": 1,
  "multiplicity": 3,
  "lumo_ev": [-4.0, -4.1],
  "e_tot_ha": -12607.300626,
  "species": ["O", "V", "C", "C", "N", "C", "C", "C", "C", "C", "O", "C", "H", "H", "H", "H", "H", "H", "H", "H", "H", "H", "H", "H", "H", "H", "H", "H", "H", "H", "H", "H", "C", "C", "O", "O", "H", "H", "H", "C", "O", "N", "C", "C", "H", "H", "H", "H", "H", "H", "H", "C", "C", "C", "C", "N", "H", "H", "H", "H", "H", "H", "H", "Br", "C", "C", "Br", "H", "H", "H", "H", "Br", "C", "C", "Br", "H", "H", "H", "H"],
  "xyz": [[26.9213, -0.7443, 41.1407], [25.9618, -1.7105, 40.3175], [24.6631, -6.5250, 39.5369], [23.9486, -5.3974, 38.7440], [22.3577, -5.4258, 38.7827], [21.8237, -6.6018, 37.9084], [21.8585, -5.8050, 40.2467], [22.2495, -4.7260, 41.3122], [22.0104, -3.9650, 38.2635], [20.5293, -3.6233, 38.2611], [19.8534, -4.3910, 37.3206], [18.3906, -4.4913, 37.6174], [24.4409, -7.4317, 38.9742], [24.3456, -6.6825, 40.5677], [25.7375, -6.3431, 39.5630], [24.2544, -5.3439, 37.6991], [24.1358, -4.4905, 39.3190], [20.7396, -6.6088, 37.7962], [21.9662, -7.5517, 38.4236], [22.3450, -6.5182, 36.9548], [22.3465, -6.7297, 40.5548], [20.7774, -5.9311, 40.1884], [21.8348, -3.7626, 41.0156], [23.3117, -4.5417, 41.4729], [21.6876, -4.8379, 42.2395], [22.4275, -3.9400, 37.2568], [22.5302, -3.2050, 38.8468], [20.4016, -2.5438, 38.1807], [20.0770, -3.7763, 39.2409], [17.7998, -4.9862, 36.8466], [17.9281, -3.5045, 37.6358], [18.1697, -5.1085, 38.4882], [23.8978, -0.0256, 37.0584], [24.7554, -0.6725, 38.1675], [24.6691, -1.8321, 38.5554], [25.6660, -0.0220, 38.7410], [23.0436, 0.4999, 37.4853], [23.5546, -0.7646, 36.3344], [24.5209, 0.7499, 36.6131], [18.0512, -0.1849, 35.8251], [18.5086, 0.1465, 34.7470], [18.4389, 0.0497, 37.1162], [17.5798, -0.4465, 38.2360], [19.7724, 0.6401, 37.3615], [17.0665, -0.6768, 35.8504], [16.5077, -0.5452, 38.0658], [17.8112, -0.0922, 39.2405], [17.8022, -1.5084, 38.3408], [20.0455, 1.1633, 36.4450], [19.5935, 1.4384, 38.0818], [20.5330, -0.0898, 37.6385], [22.6900, -4.8033, 33.6726], [22.6778, -3.3137, 33.8980], [21.2517, -2.6766, 33.7228], [20.7702, -2.9704, 32.4029], [20.4241, -3.1887, 31.3163], [23.6448, -5.3194, 33.7726], [22.3174, -4.9851, 32.6645], [21.9771, -5.1919, 34.3998], [23.4935, -2.8646, 33.3314], [22.9468, -3.2736, 34.9535], [21.2374, -1.6145, 33.9674], [20.6456, -3.3386, 34.3413], [21.3156, 3.2175, 33.7543], [21.0868, 1.1832, 33.6017], [22.2106, 0.6968, 32.7196], [23.9012, 0.4748, 33.7861], [20.1818, 1.0431, 33.0106], [21.2043, 0.7980, 34.6146], [22.3961, 1.3628, 31.8769], [21.9932, -0.3205, 32.3938], [29.1691, 1.4102, 40.2344], [28.1913, 2.2910, 38.7414], [28.9931, 3.4628, 38.0850], [30.5702, 2.7501, 37.0467], [27.1894, 2.5775, 39.0610], [28.0222, 1.5095, 38.0005], [29.3403, 4.1305, 38.8735], [28.2288, 3.8636, 37.4193]],
  "forces_ev_per_a": [[-1.13, -1.67, -0.30], [0.97, 2.86, -0.88], [-0.92, -0.23, -1.25], [-0.89, -0.23, 2.20], [0.39, -0.90, 0.78], [0.21, 0.88, 0.35], [1.15, 1.90, 0.20], [-1.21, 0.59, -1.08], [-0.85, -1.09, 0.15], [0.01, -0.40, 0.91], [-2.34, -0.52, -0.37], [0.64, 0.15, -0.73], [0.50, -0.38, 0.28], [-0.10, 0.36, -0.12], [-0.07, 0.00, -0.29], [-0.08, 0.13, 0.20], [0.21, 0.32, -0.75], [0.16, 0.91, -0.18], [0.90, 0.19, 0.01], [-0.25, -0.31, 0.02], [-0.29, -0.09, -0.63], [0.15, 0.03, -0.08], [0.10, 0.20, -0.41], [-0.06, -0.57, 0.12], [0.45, -0.75, 0.16], [-0.08, -0.04, -0.03], [0.27, -0.45, 0.17], [0.18, 0.32, -0.78], [0.18, -0.41, 0.51], [0.93, -0.19, -0.64], [0.32, 0.12, 0.56], [0.46, 0.42, 0.50], [0.81, -0.45, 0.99], [1.42, 3.58, -0.44], [-1.97, -5.15, 0.98], [-0.12, 0.93, 0.02], [-0.06, -0.15, 0.19], [0.12, 0.14, 0.08], [-0.11, -0.23, -0.19], [-1.76, 0.13, 0.20], [0.93, -0.12, 1.09], [0.36, 0.15, -0.20], [1.06, -1.78, -0.51], [-1.60, 0.64, -0.22], [-0.14, -0.25, -0.09], [0.03, 1.15, -0.40], [0.01, 0.91, -0.48], [0.34, -0.39, 0.17], [0.16, -0.24, -0.05], [0.60, -0.23, 0.40], [-0.04, 0.06, 0.20], [-0.99, -0.20, -0.73], [0.69, 0.13, 0.69], [1.58, -1.56, 0.41], [-0.68, 0.30, -2.68], [0.43, 0.19, 1.53], [0.08, 0.37, 0.14], [-0.05, -0.47, 0.01], [-0.09, -0.63, -0.11], [-0.36, 0.49, -0.09], [0.07, 0.94, 0.22], [-0.31, -0.25, 0.14], [-0.42, 0.69, 0.66], [-0.32, -1.33, 0.16], [1.29, 1.65, -0.87], [0.58, -0.37, 0.60], [-0.73, 0.27, -0.88], [-0.29, -0.03, 0.89], [-0.76, 0.01, -0.33], [0.18, -0.24, 0.16], [0.09, 0.14, -0.23], [-0.47, 0.62, -0.70], [1.08, -0.27, -0.51], [-0.69, -1.96, 0.76], [-1.20, 0.67, 0.72], [0.32, 0.31, 0.43], [0.20, -0.04, 0.12], [0.13, 0.16, -0.54], [0.71, 0.57, -0.32]]
}

***

Record 3
{
  "formula": "C21H45N2P3SSeV",
  "method": "ωB97M-V/def2-TZVPD",
  "homo_ev": [-16.08, -16.07],
  "gap_ha": [0.23979, 0.26569],
  "de_lowest_kj_mol": 0.0,
  "charge": 3,
  "multiplicity": 3,
  "lumo_ev": [-9.6, -8.8],
  "e_tot_ha": -5703.498307,
  "species": ["V", "P", "P", "P", "H", "C", "C", "H", "C", "C", "C", "C", "C", "C", "C", "C", "C", "H", "H", "H", "H", "H", "H", "H", "H", "H", "H", "H", "H", "H", "H", "H", "H", "H", "H", "H", "H", "H", "H", "H", "H", "H", "H", "H", "H", "H", "C", "C", "C", "C", "C", "C", "Se", "H", "H", "H", "H", "H", "H", "S", "C", "N", "C", "C", "C", "N", "H", "H", "H", "H", "H", "H", "H", "H"],
  "xyz": [[1.4672, -0.5063, -1.5127], [-1.7702, 0.6301, 2.2659], [1.8022, -2.7155, -1.0611], [-0.6071, -0.7512, -2.4776], [-1.0872, 3.8507, 0.4208], [-1.4142, 2.8034, 0.4784], [-1.1992, 2.3106, 1.9065], [-0.1291, 2.3271, 2.1404], [-1.3752, 0.3877, 3.9952], [-0.9549, -0.6926, 1.3767], [-3.5309, 0.4824, 1.9662], [3.0299, -3.4447, -2.2108], [2.5787, -2.9644, 0.5754], [0.5024, -4.0095, -1.0556], [-1.5027, 0.8470, -2.4999], [-1.9801, -1.8772, -2.0153], [-0.4464, -1.0730, -4.2706], [-2.4661, 2.7610, 0.1661], [-1.6870, 2.9933, 2.6207], [-1.4479, 1.3426, 4.5313], [-0.3623, -0.0194, 4.0969], [-2.0947, -0.3317, 4.3980], [0.1324, -0.6774, 1.5432], [-1.1347, -0.6265, 0.2934], [-1.3464, -1.6506, 1.7417], [-4.0103, 1.4667, 2.0926], [-3.9529, -0.2343, 2.6921], [-3.7230, 0.1078, 0.9472], [3.0516, -4.5331, -2.0661], [4.0235, -3.0292, -2.0089], [2.7573, -3.2189, -3.2491], [2.7680, -4.0332, 0.7421], [1.9105, -2.5987, 1.3680], [3.5338, -2.4222, 0.6177], [0.9560, -4.9886, -0.8396], [0.0233, -4.0618, -2.0419], [-0.2503, -3.7938, -0.2853], [-2.3089, 0.7880, -3.2436], [-0.8347, 1.6781, -2.7595], [-1.9441, 1.0473, -1.5150], [-2.7220, -1.8634, -2.8268], [-2.4642, -1.5442, -1.0889], [-1.6355, -2.9063, -1.8756], [-1.4217, -0.9056, -4.7471], [-0.1313, -2.1089, -4.4363], [0.3034, -0.4034, -4.7103], [2.2184, 1.6407, -4.0829], [1.6368, 2.7165, -3.4105], [1.2495, 3.8528, -4.1397], [1.4790, 3.9147, -5.5175], [2.0530, 2.8245, -6.1887], [2.4162, 1.6817, -5.4738], [2.7899, -0.0459, -3.2108], [-0.7538, 2.2050, -0.2124], [1.4926, 2.6680, -2.3203], [0.7733, 4.6826, -3.6222], [1.2001, 4.8117, -6.0739], [2.2193, 2.8599, -7.2631], [2.8470, 0.8143, -5.9825], [1.8605, 1.0817, 0.1443], [2.2611, 1.1356, 1.8789], [2.0935, 2.3034, 2.5409], [2.1751, 2.4328, 4.0020], [3.1665, 1.4290, 4.5334], [2.9108, 0.0353, 4.0005], [2.7210, 0.0757, 2.5489], [1.7031, 3.0678, 2.0004], [1.1746, 2.2803, 4.4312], [2.4919, 3.4559, 4.2284], [3.1236, 1.4241, 5.6267], [4.1719, 1.7397, 4.2446], [2.0316, -0.4144, 4.4844], [3.7692, -0.6132, 4.2023], [2.8326, -0.7770, 2.0062]],
  "forces_ev_per_a": [[0.11, 1.80, 1.73], [-0.06, 0.58, 0.39], [0.95, -2.89, 0.21], [-2.47, 0.15, -1.83], [-0.16, -0.28, -0.09], [0.70, -0.32, -0.60], [0.06, 0.08, -0.28], [-0.35, -0.12, 0.07], [-0.18, -0.15, 0.17], [0.48, -0.27, -0.44], [-0.32, -0.04, 0.03], [-0.01, 0.09, -0.06], [0.06, 0.12, 0.16], [-0.15, 0.18, 0.03], [0.02, 0.17, 0.21], [0.08, -0.21, 0.19], [0.16, -0.12, -0.12], [0.30, -0.03, 0.02], [-0.04, -0.42, -0.03], [-0.08, -0.31, -0.04], [-0.20, 0.10, 0.00], [0.21, 0.10, 0.22], [-0.38, 0.09, 0.05], [-0.02, 0.06, 0.40], [-0.07, 0.19, -0.03], [0.08, -0.41, 0.00], [0.07, 0.30, -0.33], [0.06, 0.22, 0.37], [0.05, 0.27, -0.02], [-0.16, -0.06, -0.09], [0.07, -0.11, 0.24], [-0.01, 0.27, -0.01], [0.10, -0.17, -0.13], [-0.18, -0.16, -0.02], [-0.04, 0.36, -0.05], [0.14, -0.06, 0.27], [0.11, -0.11, -0.24], [0.20, 0.01, 0.17], [-0.14, -0.18, -0.02], [0.07, -0.06, -0.31], [0.21, 0.07, 0.24], [0.06, -0.10, -0.24], [-0.20, 0.30, -0.08], [0.22, -0.10, 0.11], [-0.04, 0.15, -0.04], [-0.27, -0.15, 0.11], [-0.06, -0.23, -0.36], [-0.10, -0.07, 0.21], [0.24, -0.43, -0.01], [0.00, -0.23, 0.03], [-0.08, 0.07, 0.45], [-0.02, -0.18, 0.24], [0.92, 0.85, -1.63], [-0.85, 0.72, 0.58], [0.09, 0.18, -0.52], [0.17, -0.11, -0.12], [0.08, -0.31, 0.18], [-0.03, 0.02, 0.23], [-0.08, 0.40, 0.09], [0.43, 0.73, 1.49], [0.18, 0.37, 0.44], [-0.24, -1.02, -1.15], [-0.13, 0.20, -0.03], [0.45, 0.09, 0.28], [0.11, -0.22, 0.40], [-0.68, 0.13, -1.01], [0.38, -0.08, 0.07], [0.15, 0.05, -0.06], [-0.08, -0.22, -0.03], [0.06, -0.05, -0.19], [0.01, 0.02, 0.06], [0.14, 0.04, -0.20], [-0.19, 0.11, -0.01], [0.10, 0.34, 0.26]]
}